{
  "formula": "C3H2N2O2",
  "method": "ωB97M-V with the def2-TZVPD basis set",
  "de_lowest_kcal_mol": 235.9,
  "gap_ev": 10.21,
  "total_charge": 0,
  "e_lumo_ha": 0.00150,
  "symbols": ["C", "C", "H", "C", "H", "O", "N", "N", "O"],
  "xyz": [[0.65997, 0.01889, 0.26709], [0.20126, -1.25226, -0.18550], [0.36376, -0.10553, -0.97226], [2.87181, -1.00325, 0.24021], [0.19866, 0.81227, 0.82311], [3.80794, -0.15439, -0.20091], [-0.16727, -2.29263, -0.05512], [2.04108, -0.04968, 0.23475], [2.94600, 0.88015, -0.14860]],
  "forces_ev_per_a": [[0.4102, 0.3609, -4.8044], [0.7754, 2.9571, 4.1694], [0.3794, 3.1674, 0.7868], [2.0989, -4.4066, 0.0727], [-0.7761, -0.3543, 0.0870], [3.4543, -1.9462, 0.0802], [-2.4278, -6.0866, -0.8692], [-2.5913, 1.3192, 1.7104], [-1.3231, 4.9892, -1.2329]]
}